#i
ORCA calculation (ωB97M-V with the def2-TZVPD basis set) on a gas-phase ion, C4H7N2 (charge +1).

XYZ file:
```
13
C4H7N2, DFT ωB97M-V with the def2-TZVPD basis set
C -0.900 -1.210 -1.190
C -0.141 -0.254 -0.345
C 0.366 0.982 -0.611
N 0.875 1.459 0.568
C 0.734 0.545 1.536
N 0.094 -0.481 1.005
H -0.266 -1.962 -1.655
H -1.528 -0.656 -1.874
H -1.573 -1.811 -0.577
H 0.310 1.544 -1.525
H 1.362 2.308 0.775
H 0.889 0.900 2.536
H -0.222 -1.364 1.359
```

Summary:
frontier orbital gap = 10.956 eV
LUMO = -3.44 eV
total charge = +1
multiplicity = 1
HOMO energy = -0.52908 Eh
SMILES = Cc1c[nH]c[nH+]1

=====

#ii
ORCA calculation (ωB97M-V with the def2-TZVPD basis set) on a gas-phase ion, C4H7N2 (charge +1).

XYZ file:
```
13
C4H7N2, DFT ωB97M-V with the def2-TZVPD basis set
C -1.312 1.440 -2.081
C -0.911 -0.103 0.064
C 1.222 -0.518 1.417
C 0.296 -0.923 0.274
N -0.125 0.951 -2.166
N -0.884 0.668 -0.956
H -1.870 2.146 -2.628
H -1.724 0.010 0.889
H 0.841 -0.666 2.456
H 2.215 -0.888 1.515
H 1.342 0.511 1.390
H 0.917 -0.681 -0.588
H -0.007 -1.945 0.411
```

Summary:
frontier orbital gap = 10.870 eV
LUMO = -5.32 eV
total charge = +1
multiplicity = 1
HOMO energy = -0.59506 Eh
SMILES = CC/C=[N+]1C=N/1

=====

#iii
ORCA calculation (ωB97M-V with the def2-TZVPD basis set) on a gas-phase ion, C4H7N2 (charge +1).

XYZ file:
```
13
C4H7N2, DFT ωB97M-V with the def2-TZVPD basis set
C 3.534 0.420 -0.083
C 0.873 0.369 0.017
C -1.597 -0.109 0.029
C -0.245 -0.672 -0.071
N 3.298 -0.767 0.013
N 2.165 0.120 0.050
H 4.363 1.184 0.033
H 0.505 1.314 -0.220
H -1.877 0.770 -0.577
H -2.368 -0.703 -0.432
H -1.905 0.222 0.991
H -0.094 -1.549 0.651
H 0.071 -1.054 -1.063
```

Summary:
frontier orbital gap = 11.072 eV
LUMO = -4.78 eV
total charge = +1
multiplicity = 1
HOMO energy = -0.58245 Eh
SMILES = CC/C=[N+]1C=N/1

=====

#iv
ORCA calculation (ωB97M-V with the def2-TZVPD basis set) on a gas-phase ion, C4H7N2 (charge +1).

XYZ file:
```
13
C4H7N2, DFT ωB97M-V with the def2-TZVPD basis set
C -0.238 -0.303 -1.644
C 0.287 0.287 1.152
C 0.394 1.294 -0.025
C -0.164 -0.944 0.634
N -0.500 -1.244 -0.558
N 0.046 0.810 -1.317
H -0.245 -0.627 -2.729
H 1.288 -0.094 1.665
H -0.340 0.579 1.994
H -0.502 1.979 0.228
H 1.366 1.978 -0.014
H -0.381 -1.613 1.358
H -1.011 -2.103 -0.744
```

Summary:
frontier orbital gap = 9.323 eV
LUMO = -5.31 eV
total charge = +1
multiplicity = 1
HOMO energy = -0.53795 Eh
SMILES = C1=NCCC=[NH+]1

=====

What is the stability order? It is #i, #iv, #ii, #iii, from most stable to least stable.

=====

#i
ORCA calculation (ωB97M-V with the def2-TZVPD basis set) on a molecular structure, C6H16N2.

XYZ file:
```
24
C6H16N2, DFT ωB97M-V with the def2-TZVPD basis set
C 3.237 -1.092 -0.617
C 2.522 0.264 -0.863
N 1.351 0.367 -0.046
C 1.631 0.615 1.404
C 0.345 1.231 -0.533
C -1.065 0.962 -0.077
N -1.299 0.031 0.943
C -5.012 -1.293 0.286
H 3.508 -0.979 0.417
H 4.112 -1.202 -1.227
H 2.573 -1.979 -0.946
H 2.204 0.330 -1.918
H 3.035 1.256 -0.608
H 2.560 0.056 1.605
H 0.743 0.259 1.950
H 1.758 1.635 1.579
H 0.290 1.194 -1.624
H 0.521 2.329 -0.376
H -1.067 -0.460 -0.030
H -1.958 1.450 -0.506
H -5.141 -1.728 1.207
H -3.978 -1.033 0.174
H -5.233 -1.968 -0.489
H -5.638 -0.243 0.295
```

Summary:
frontier orbital gap (spin up / spin down) = 6.945 / 5.935 eV
LUMO (spin up / spin down) = -6.39 / -7.41 eV
total charge = +1
multiplicity = 2
HOMO energy (spin up / spin down) = -0.49011 / -0.49036 Eh

=====

#ii
ORCA calculation (ωB97M-V with the def2-TZVPD basis set) on 2 unconnected molecules or ions with the total composition C6H16N2.

XYZ file:
```
24
C6H16N2, DFT ωB97M-V with the def2-TZVPD basis set
C -1.980 0.087 -2.108
N -0.725 0.228 -1.406
C 1.944 1.970 -1.248
C -0.421 -2.053 -0.444
C -0.784 -0.532 -0.214
C 0.189 -0.074 0.897
N 0.097 -0.771 2.076
C 0.508 -0.138 3.253
H -2.095 -0.868 -2.625
H -2.788 0.136 -1.377
H -2.107 0.832 -2.910
H 1.049 1.634 -1.758
H 2.683 2.279 -1.974
H 2.381 1.229 -0.575
H -0.632 -2.321 -1.478
H 0.613 -2.324 -0.247
H -1.070 -2.628 0.212
H -1.800 -0.566 0.211
H 1.708 2.838 -0.631
H 1.236 -0.196 0.501
H 0.188 1.023 1.096
H 0.810 -0.821 4.048
H -0.314 0.451 3.694
H 1.310 0.586 3.005
```

Summary:
frontier orbital gap (spin up / spin down) = 5.033 / 5.833 eV
LUMO (spin up / spin down) = -8.30 / -8.07 eV
total charge = +1
multiplicity = 2
HOMO energy (spin up / spin down) = -0.49002 / -0.51108 Eh

=====

What is the stability order? It is #ii, #i, from most stable to least stable.

=====

#i
ORCA calculation (ωB97M-V with the def2-TZVPD basis set) on a single C5H7P molecule.

XYZ file:
```
13
C5H7P, DFT ωB97M-V with the def2-TZVPD basis set
C -1.067 -1.266 -0.599
C 1.915 -0.469 0.926
C -0.563 -0.159 -0.175
C 0.371 0.243 -1.267
C -1.183 0.688 0.938
P 2.190 0.494 -0.290
H -0.834 -2.030 -1.247
H 2.534 -0.782 1.774
H 0.627 -0.557 -1.853
H 0.142 1.133 -1.899
H -1.221 0.010 1.815
H -2.213 1.048 0.684
H -0.699 1.648 1.192
```

Summary:
frontier orbital gap (spin up / spin down) = 6.998 / 8.460 eV
LUMO (spin up / spin down) = -0.92 / 0.17 eV
total charge = 0
multiplicity = 1
HOMO energy (spin up / spin down) = -0.29107 / -0.30449 Eh

=====

#ii
ORCA calculation (ωB97M-V with the def2-TZVPD basis set) on a single C5H7P molecule.

XYZ file:
```
13
C5H7P, DFT ωB97M-V with the def2-TZVPD basis set
C 1.813 0.269 -0.657
C 0.322 0.357 -1.072
C -0.674 -0.391 1.310
C -0.506 -0.519 -0.176
C -1.713 0.007 0.403
P 2.130 1.254 0.627
H 2.603 -0.429 -1.199
H -0.022 1.389 -0.729
H 0.033 0.187 -2.232
H -0.888 -1.331 1.806
H -0.111 0.223 2.056
H -0.458 -1.555 -0.429
H -2.530 0.539 0.292
```

Summary:
frontier orbital gap (spin up / spin down) = 8.357 / 7.129 eV
LUMO (spin up / spin down) = 0.38 / -0.65 eV
total charge = 0
multiplicity = 1
HOMO energy (spin up / spin down) = -0.29306 / -0.28592 Eh

=====

What is the stability order? It is #ii, #i, from most stable to least stable.

=====

#i
ORCA calculation (ωB97M-V with the def2-TZVPD basis set) on a molecular structure, C2H3NO.

XYZ file:
```
7
C2H3NO, DFT ωB97M-V with the def2-TZVPD basis set
C -1.112 -0.686 0.048
C 0.684 0.281 -0.035
N 0.116 -0.974 -0.044
O -1.243 0.634 -0.125
H -2.022 -1.409 0.208
H 0.817 0.874 0.923
H 1.341 0.502 -0.856
```

Summary:
frontier orbital gap = 9.587 eV
LUMO = -0.14 eV
total charge = 0
multiplicity = 1
HOMO energy = -0.35755 Eh

=====

#ii
ORCA calculation (ωB97M-V with the def2-TZVPD basis set) on 2 unconnected molecules or ions with the total composition C2H3NO.

XYZ file:
```
7
C2H3NO, DFT ωB97M-V with the def2-TZVPD basis set
C 2.276 -0.367 -0.379
C -1.132 0.178 0.142
N 0.062 0.729 0.302
O 3.289 -0.377 0.128
H -1.569 0.383 -0.876
H -1.954 0.389 0.906
H -0.973 -0.933 -0.222
```

Summary:
frontier orbital gap (spin up / spin down) = 8.783 / 8.775 eV
LUMO (spin up / spin down) = -0.52 / -0.55 eV
total charge = 0
multiplicity = 1
HOMO energy (spin up / spin down) = -0.34191 / -0.34281 Eh

=====

What is the stability order? It is #i, #ii, from most stable to least stable.

=====

#i
ORCA calculation (ωB97M-V with the def2-TZVPD basis set) on 2 unconnected molecules or ions with the total composition C2H3NO.

XYZ file:
```
7
C2H3NO, DFT ωB97M-V with the def2-TZVPD basis set
C -0.770 -0.353 -0.549
C 0.713 0.921 1.317
N 0.022 -0.991 -1.259
O 0.763 0.402 2.375
H -1.752 -0.113 -0.797
H 1.437 1.600 0.925
H -0.412 -1.466 -2.012
```

Summary:
frontier orbital gap (spin up / spin down) = 8.379 / 8.734 eV
LUMO (spin up / spin down) = 0.19 / 0.37 eV
total charge = 0
multiplicity = 1
HOMO energy (spin up / spin down) = -0.30084 / -0.30720 Eh

=====

#ii
ORCA calculation (ωB97M-V with the def2-TZVPD basis set) on a single C2H3NO molecule.

XYZ file:
```
7
C2H3NO, DFT ωB97M-V with the def2-TZVPD basis set
C 0.457 0.403 0.001
N -0.165 -1.171 -0.006
C -0.921 -0.099 0.000
O -2.036 0.340 0.003
H 0.841 0.756 -0.946
H 0.844 0.748 0.949
H 0.980 -0.977 -0.001
```

Summary:
frontier orbital gap = 10.514 eV
LUMO = 0.67 eV
total charge = 0
multiplicity = 1
HOMO energy = -0.36185 Eh
SMILES = O=C1CN1

=====

What is the stability order? It is #ii, #i, from most stable to least stable.

=====

#i
ORCA calculation (ωB97M-V with the def2-TZVPD basis set) on a single C4H7ClN2O2 molecule.

XYZ file:
```
16
C4H7ClN2O2, DFT ωB97M-V with the def2-TZVPD basis set
C -1.200 0.454 -2.100
C -1.378 -0.417 -1.153
C 0.949 0.383 0.079
C 1.056 0.971 1.522
N -0.096 -0.673 -0.074
N -0.058 -1.785 0.636
O -1.071 -2.501 0.496
O 0.917 -1.987 1.275
Cl -0.250 2.157 1.972
H -2.004 0.567 -2.795
H -0.444 1.170 -2.035
H -2.038 -1.306 -0.983
H 1.873 0.067 -0.156
H 0.507 1.134 -0.573
H 1.942 1.531 1.652
H 1.297 0.234 2.236
```

Summary:
frontier orbital gap = 10.660 eV
LUMO = 0.67 eV
total charge = 0
multiplicity = 1
HOMO energy = -0.36698 Eh
SMILES = C=CN(CCCl)[N+](=O)[O-]

=====

#ii
ORCA calculation (ωB97M-V with the def2-TZVPD basis set) on a single C4H7ClN2O2 molecule.

XYZ file:
```
16
C4H7ClN2O2, DFT ωB97M-V with the def2-TZVPD basis set
C 2.155 1.011 -0.143
C 0.697 0.853 -0.007
C -1.173 -0.443 0.659
C -1.998 -0.361 -0.604
H 2.474 2.065 0.000
H 2.635 0.407 -0.939
H 2.632 0.694 0.836
H -1.538 -1.395 1.131
H -1.603 0.352 1.226
H -2.028 -1.495 -1.054
H -1.683 0.464 -1.260
N 0.267 -0.471 0.601
N 0.889 -1.687 0.175
O -0.071 1.769 -0.070
O 1.941 -1.656 -0.476
Cl -3.598 -0.106 -0.075
```

Summary:
frontier orbital gap = 9.500 eV
LUMO = -0.54 eV
total charge = 0
multiplicity = 1
HOMO energy = -0.36912 Eh
SMILES = CC(=O)N(CCCl)N=O

=====

What is the stability order? It is #ii, #i, from most stable to least stable.

=====

#i
ORCA calculation (ωB97M-V with the def2-TZVPD basis set) on a molecular structure, CH2O3S.

XYZ file:
```
7
CH2O3S, DFT ωB97M-V with the def2-TZVPD basis set
C -0.509 0.522 -0.040
O -2.517 1.836 1.052
O -1.446 0.557 -0.973
O 0.849 0.581 -0.133
S -1.527 2.004 -0.017
H -0.843 -0.291 1.072
H 0.986 0.443 -1.093
```

Summary:
frontier orbital gap = 10.023 eV
LUMO = 0.33 eV
total charge = 0
multiplicity = 1
HOMO energy = -0.35622 Eh

=====

#ii
ORCA calculation (ωB97M-V with the def2-TZVPD basis set) on a single CH2O3S molecule.

XYZ file:
```
7
CH2O3S, DFT ωB97M-V with the def2-TZVPD basis set
C 0.425 0.309 0.167
O -1.900 1.355 -0.001
O -1.708 -1.198 -0.269
O 1.188 -0.895 0.180
S -1.161 0.142 -0.295
H 1.041 1.041 -0.244
H 2.116 -0.754 0.462
```

Summary:
frontier orbital gap (spin up / spin down) = 8.300 / 8.298 eV
LUMO (spin up / spin down) = -1.09 / -1.09 eV
total charge = 0
multiplicity = 1
HOMO energy (spin up / spin down) = -0.34500 / -0.34495 Eh
SMILES = O=S(=O)=CO

=====

#iii
ORCA calculation (ωB97M-V with the def2-TZVPD basis set) on a single CH2O3S molecule.

XYZ file:
```
7
CH2O3S, DFT ωB97M-V with the def2-TZVPD basis set
C 0.491 0.433 -0.293
O -0.330 1.125 0.583
O -1.779 -1.047 0.207
O 1.234 -0.595 0.167
S -1.339 0.188 -0.418
H 1.020 1.031 -1.024
H 0.704 -1.135 0.778
```

Summary:
frontier orbital gap = 10.303 eV
LUMO = 0.58 eV
total charge = 0
multiplicity = 1
HOMO energy = -0.35749 Eh

=====

What is the stability order? It is #iii, #i, #ii, from most stable to least stable.

=====

#i
ORCA calculation (ωB97M-V with the def2-TZVPD basis set) on a single C6H10O2 molecule.

XYZ file:
```
18
C6H10O2, DFT ωB97M-V with the def2-TZVPD basis set
C 0.505 -2.725 -0.378
C 0.962 -1.300 -0.328
C -0.225 1.481 -0.758
C -1.358 1.099 -1.365
O 1.927 -0.867 -0.943
H 0.352 2.297 -1.188
H -0.427 -2.790 -0.945
H 1.267 -3.333 -0.873
H 0.366 -3.109 0.636
H -1.966 0.290 -0.971
H -1.700 1.593 -2.268
C -0.283 1.414 1.733
C 0.366 0.842 0.476
O 0.124 -0.575 0.463
H 1.445 1.038 0.522
H 0.167 0.972 2.629
H -1.352 1.172 1.772
H -0.170 2.501 1.788
```

Summary:
frontier orbital gap = 10.827 eV
LUMO = 0.96 eV
total charge = 0
multiplicity = 1
HOMO energy = -0.36276 Eh
SMILES = C=C[C@@H](C)OC(C)=O

=====

#ii
ORCA calculation (ωB97M-V with the def2-TZVPD basis set) on 2 unconnected molecules or ions with the total composition C6H10O2.

XYZ file:
```
18
C6H10O2, DFT ωB97M-V with the def2-TZVPD basis set
C 0.795 -0.289 -0.204
C 1.129 0.751 0.861
C 1.679 -1.524 -0.069
H 0.948 0.144 -1.201
H -0.924 1.124 -1.045
H 2.734 -1.247 0.006
H 0.845 1.750 0.516
H 0.605 0.564 1.803
H 2.203 0.799 1.064
H 1.418 -2.106 0.820
H 1.566 -2.179 -0.938
C -0.712 -0.800 -0.052
O -1.146 -1.384 -1.190
C -1.835 1.740 -0.708
C -2.644 2.409 -0.123
O -1.255 -1.008 1.014
H -2.034 -1.722 -0.961
H -3.372 2.978 0.408
```

Summary:
frontier orbital gap = 11.371 eV
LUMO = 0.86 eV
total charge = 0
multiplicity = 1
HOMO energy = -0.38613 Eh
SMILES = CC(C)C(=O)O.C#C

=====

What is the stability order? It is #i, #ii, from most stable to least stable.